# 1
C5H15BF4N3PdSSe3Te | ωB97M-V with the def2-TZVPD basis set

Element x y z (Å)
Pd  1.24968  1.93668  1.44785
Se  4.84800  2.58531  2.14977
Se  3.24100  1.01618  2.48557
Te  1.45161  2.02180  4.01473
Se  -0.10136  0.13116  4.22644
F  -0.12926  3.57903  -2.00987
B  -1.53544  3.52558  -1.96477
F  -1.90976  2.22838  -1.47475
F  -2.08957  3.72895  -3.21862
F  -2.00628  4.48525  -1.04097
N  -0.60005  2.81538  0.98979
H  -1.21951  2.75632  1.79099
H  -1.06549  2.35497  0.20054
H  -0.55115  3.78959  0.70199
C  -0.96331  -1.34517  -2.55623
C  0.05818  -2.27892  -1.92274
N  1.24385  -1.55732  -1.43251
C  1.09040  -0.66761  -0.39263
S  1.50815  0.94192  -0.67736
N  0.57583  -1.10879  0.75242
C  0.56661  -2.48636  1.23655
C  -0.83540  -2.95140  1.59667
H  -1.83333  -1.90544  -2.90209
H  -0.53606  -0.81902  -3.41106
H  -1.30046  -0.58964  -1.84482
H  0.41195  -3.02385  -2.63708
H  -0.38788  -2.82393  -1.09654
H  1.72946  -1.09315  -2.18914
H  0.42514  -0.40908  1.47798
H  1.19844  -2.51325  2.12734
H  1.03276  -3.12027  0.48463
H  -1.25643  -2.30472  2.36641
H  -0.80625  -3.97012  1.98625
H  -1.50406  -2.92846  0.73530

The calculation puts the HOMO energy (spin up / spin down) at -4.807 / -4.808 eV. The LUMO energy (spin up / spin down) is 0.0493 / 0.0493 Ha. The calculation puts the relative energy (zero: lowest compared OMol25 entry of this formula, charge and spin) at 39.0 kJ/mol. As for the total charge: -1. As for the orbital gap (spin up / spin down): 6.150 / 6.150 eV.

natural (NBO) atomic charge list, values in e, 8 entries: 0.3262 -0.5306 0.0407 0.3957 -0.7530 -0.5766 1.3404 -0.5923

# 2
C38H34AsN6S2Ti | ωB97M-V with the def2-TZVPD basis set

Element x y z (Å)
Ti  0.10491  0.26863  -0.25467
S  3.10181  -5.77427  2.92773
N  2.73561  -5.48687  1.38913
C  2.32931  -4.23007  1.26003
C  1.94331  -3.57657  0.05123
C  1.98711  -4.18947  -1.20987
C  1.60481  -3.45407  -2.31027
C  1.16001  -2.14247  -2.13117
N  1.12401  -1.54017  -0.95067
C  1.53231  -2.22697  0.13763
C  1.57761  -1.51167  1.39653
N  1.30501  -0.18277  1.36663
C  1.56011  0.53913  2.45833
C  1.95801  -0.02487  3.66813
C  2.13811  -1.38887  3.75243
C  2.00181  -2.15127  2.58433
C  2.34451  -3.53537  2.50643
N  2.75751  -4.31577  3.49763
H  2.32681  -5.21257  -1.28457
H  1.64901  -3.87647  -3.30127
H  0.80121  -1.57427  -2.98187
H  1.47451  1.61653  2.36693
H  2.12141  0.60623  4.52553
H  2.43501  -1.87477  4.66893
N  -1.15269  0.58883  -1.97867
C  -0.26199  0.78223  -3.10667
C  -0.68429  0.78423  -4.41677
C  0.22721  1.00683  -5.46387
C  1.54601  1.26433  -5.19727
C  2.01461  1.29043  -3.86567
C  3.34471  1.60383  -3.51937
C  3.70731  1.62583  -2.19207
C  2.76721  1.28623  -1.21367
N  1.51391  0.97283  -1.50597
C  1.10541  1.01223  -2.80587
H  -1.77929  1.40853  -1.91927
H  -1.76379  -0.23087  -2.13587
H  -1.72799  0.62253  -4.65277
H  -0.12989  0.99623  -6.48227
H  2.24401  1.45263  -5.99957
H  4.05401  1.83933  -4.30147
H  4.71001  1.89993  -1.90257
H  3.04761  1.27883  -0.16047
C  -2.40369  -4.57277  1.79063
As  -2.56289  -3.96137  -0.04527
C  -4.44859  -3.99547  -0.47337
C  -1.70839  -5.27237  -1.20677
S  -1.79949  -2.00517  -0.31187
H  -2.80429  -5.58347  1.84633
H  -2.99229  -3.92837  2.44753
H  -1.36529  -4.58407  2.12713
H  -4.82079  -4.99117  -0.23547
H  -4.59779  -3.78857  -1.53477
H  -4.99789  -3.25827  0.11533
H  -2.26329  -6.20467  -1.10707
H  -0.66439  -5.44427  -0.93507
H  -1.77199  -4.94587  -2.24757
C  -1.04729  7.16913  1.29183
C  -1.97069  6.14073  1.14443
C  -1.57889  4.91653  0.64133
C  -0.24849  4.71053  0.24913
C  0.66001  5.77443  0.34123
C  0.26761  6.97713  0.89103
C  0.24371  3.42243  -0.22297
C  -0.13249  2.21073  0.23573
C  -0.95679  2.01293  1.43523
C  -0.74439  2.75223  2.61213
C  -1.54889  2.55363  3.71673
C  -2.56919  1.61033  3.68423
C  -2.76079  0.83743  2.54813
C  -1.95259  1.01773  1.43373
H  -1.35189  8.11763  1.70503
H  -3.00039  6.30333  1.41893
H  -2.30729  4.12623  0.51123
H  1.68251  5.63023  0.02633
H  0.98581  7.77163  1.00233
H  1.00941  3.49993  -0.99737
H  0.02261  3.51433  2.62983
H  -1.38569  3.14953  4.60103
H  -3.22709  1.49373  4.53163
H  -3.56089  0.11203  2.51773
H  -2.18289  0.46573  0.50853

The calculation puts the HOMO energy at -15.376 eV. The LUMO energy is -0.3538 Ha. The calculation puts the relative energy (zero: lowest compared OMol25 entry of this formula, charge and spin) at 154.6 kJ/mol. As for the total charge: +3. As for the orbital gap: 5.748 eV.

Mulliken atomic charge list, values in e, 8 entries: -2.5406 0.2709 -0.6606 0.6277 0.3825 -0.4819 -1.2208 0.0178

# 3
C3H5N3O | ωB97M-V with the def2-TZVPD basis set

Element x y z (Å)
O  -2.54932  -0.17534  0.10565
N  -1.56101  0.80405  -0.13266
C  -0.35115  0.30846  -0.33774
C  0.79983  1.30631  -0.13071
N  1.95261  0.78636  0.18227
N  1.66472  -0.67616  -0.19938
C  0.26098  -1.05442  -0.11213
H  -3.30283  0.42880  0.13431
H  0.83941  2.48048  -0.06547
H  2.08711  -1.10154  0.67893
H  0.16484  -1.62255  -1.03039
H  -0.00519  -1.48444  0.90731

The calculation puts the HOMO energy at -9.117 eV. The LUMO energy is 0.0113 Ha. The calculation puts the relative energy (zero: lowest compared OMol25 entry of this formula, charge and spin) at 485.1 kJ/mol. As for the total charge: 0. As for the orbital gap: 9.426 eV.

natural (NBO) atomic charge list, values in e, 8 entries: -0.5535 -0.0971 0.1307 0.0019 -0.2079 -0.4792 -0.3324 0.4828

# 4
C14H32BrF6O11S2V | ωB97M-V with the def2-TZVPD basis set

Element x y z (Å)
O  -0.25045  0.68307  -0.27007
V  1.21978  0.50678  0.34810
Br  2.42744  2.61396  -0.49438
C  5.69448  -0.35891  1.02143
F  5.89211  -1.21418  -0.00955
F  6.71613  -0.48601  1.84693
F  5.52329  0.87402  0.54783
S  4.06068  -0.95725  1.85962
O  3.01489  -0.17846  1.25286
O  3.96053  -2.42565  1.64745
O  4.23093  -0.58017  3.24313
C  -0.92158  -3.59704  0.42926
F  -1.92729  -2.68593  0.19543
F  -1.46067  -4.68849  1.02515
F  -0.32490  -4.00517  -0.69884
S  0.32896  -2.73070  1.64271
O  1.46679  -3.58661  1.58461
O  0.52481  -1.38549  1.12085
O  -0.36360  -2.67695  2.92208
C  -2.30734  -2.58071  -5.90949
C  -2.92001  -2.98332  -4.54376
O  -3.13497  -1.81719  -3.82158
C  -3.46279  -2.06581  -2.48770
C  -3.60427  -0.72955  -1.82838
H  -2.99731  -1.82526  -6.28543
H  -1.29037  -2.19122  -5.86314
H  -2.31107  -3.44634  -6.57188
H  -3.89891  -3.45572  -4.62565
H  -2.23835  -3.65491  -4.02183
H  -4.42890  -2.57049  -2.49406
H  -2.75170  -2.73487  -2.00314
H  -4.54345  -0.66286  -1.27920
H  -3.61566  0.04710  -2.59310
H  -2.81709  -0.60932  -1.08407
C  -0.46563  4.40260  1.14969
C  -1.77712  3.78931  1.69669
C  -2.71568  3.08304  0.56834
O  -1.37470  2.79092  2.60125
H  -0.21428  3.85884  0.23905
H  0.44113  4.28868  1.74374
H  -0.56980  5.47939  1.01632
H  -2.39596  4.48987  2.25737
H  -3.57247  2.62369  1.06131
H  -2.05329  2.35751  0.09616
H  -3.04408  3.86250  -0.11921
H  -2.14714  2.62618  3.14698
C  2.56986  2.38754  3.28792
C  1.48788  1.39616  3.39876
C  0.65035  1.65260  4.68028
O  0.68467  1.49040  2.23418
H  2.12211  3.38096  3.26037
H  3.16739  2.19592  2.39667
H  3.26607  2.33462  4.12493
H  1.86613  0.37410  3.37821
H  0.30536  2.67651  4.82407
H  1.23282  1.51901  5.59187
H  -0.21929  1.01222  4.82779
H  -0.00863  2.06613  2.56507
C  0.27639  -1.20981  -3.09937
C  1.48935  -0.37495  -2.59402
O  1.84537  -0.72420  -1.26098
H  0.42166  -2.27792  -2.93773
H  0.16658  -0.99697  -4.16274
H  -0.68549  -0.93240  -2.66817
H  1.22377  0.67868  -2.50778
H  2.29160  -0.54474  -3.31213
H  2.24490  -1.59673  -1.28708

As for the expectation value of S²: 2.028. The calculation puts the HOMO energy (spin up / spin down) at -9.468 / -9.467 eV. The spin multiplicity is 3. The LUMO energy (spin up / spin down) is -0.0610 / -0.2260 Ha. As for the total charge: 0. As for the orbital gap (spin up / spin down): 7.808 / 3.318 eV.

natural (NBO) atomic charge list, values in e, 8 entries: -0.4505 1.3680 0.2711 0.7389 -0.3268 -0.2907 -0.3265 2.3103

| no. | maximum force (Eh/bohr) |
| --- | --- |
| 1 | 0.00686 |
| 2 | 0.04267 |
| 3 | 0.10688 |
| 4 | 0.12448 |